Here is a cluster of 2 separate species, C4H10N2O in total from OMol25. Energies are from ωB97M-V/def2-TZVPD.

## Properties
HOMO level (eV): -8.0
Orbital gap (eV): 8.74
DFT total energy (eV): -9332.2236

Structure (ORCA input):
```
! wB97M-V def2-TZVPD RIJCOSX def2/J DEFGRID3
* xyz 0 1
C -0.7908 0.3213 -0.6403
C 1.5719 0.3834 1.0053
C 0.4730 -2.0297 1.0127
C 1.0441 -0.7961 0.2727
N -1.6754 -0.5182 -0.7681
N -1.6330 2.4212 -1.3643
O -0.5551 1.5962 -0.8851
H 1.2823 0.5542 2.0167
H 2.7077 0.3265 1.0804
H 1.3656 1.4192 0.4346
H -0.5745 -1.9659 1.2512
H 1.0779 -2.3435 1.9386
H 0.5543 -2.8754 0.2110
H 1.4525 -1.0659 -0.7318
H -2.5790 -0.2049 -1.0818
H -1.4000 2.9802 -2.1386
H -2.3215 1.7974 -1.6133
*
```

---

Here is the molecule C4H10N2O from OMol25. Energies are from ωB97M-V/def2-TZVPD.

## Properties
HOMO level (eV): -9.6
Orbital gap (eV): 10.59
DFT total energy (eV): -9338.1622

Structure (ORCA input):
```
! wB97M-V def2-TZVPD RIJCOSX def2/J DEFGRID3
* xyz 0 1
C -1.0734 0.8433 1.6491
C -0.9555 -0.1834 0.5267
C -0.2406 0.4662 -0.6663
C 1.2421 0.1293 -0.5866
N 1.6313 -1.0087 -1.3126
O 2.0191 0.7195 0.1278
N -2.1993 -0.7856 0.0653
H -1.7948 1.6394 1.4476
H -1.4562 0.3955 2.5670
H -0.0843 1.2375 1.8723
H -0.3302 -0.9940 0.9221
H -0.2932 1.5524 -0.6481
H -0.5445 0.0482 -1.6231
H 2.6309 -1.1199 -1.1700
H 1.1689 -1.8738 -1.0631
H -2.8515 -0.9378 0.8329
H -2.7078 -0.1751 -0.5661
*
```